Density functional theory data (ωB97M-V/def2-TZVPD) for C4H3N3O in the gas phase in a non-equilibrium geometry.

The geometry in XYZ format:
```
11
Properties=species:S:1:pos:R:3:nbo_charge:R:1
C 1.29 -1.26 0.02 -0.16
C 1.18 0.94 -0.13 0.11
C -1.52 0.80 0.12 0.16
C -0.09 -0.89 -0.05 0.36
H 1.64 -2.35 0.31 0.24
H 1.14 2.14 -0.15 0.22
H -1.91 1.82 0.05 0.23
N 2.08 -0.13 -0.02 -0.40
N -0.13 0.48 0.00 -0.39
N -2.27 -0.22 -0.05 -0.07
O -1.42 -1.33 -0.11 -0.30
```

Calculated values
- Total charge: 0
- HOMO: -0.317 hartree
- HOMO-LUMO gap: 9.25 eV
- SMILES string: c1ncn2cnoc12
- LUMO: 0.63 eV